No. 1
96
Properties=species:S:1:pos:R:3:mulliken_charge:R:1 method="wB97M-V/def2-TZVPD" de_lowest_kcal_mol=14.22 charge=0
Cd -14.82307 -18.33060 -10.50815 1.64
O -14.74375 -19.63125 -12.30875 -0.65
N -14.95907 -20.95536 -12.19159 0.44
C -15.14334 -21.65914 -13.39170 -0.35
C -15.54324 -22.97042 -13.24815 -0.45
C -15.57203 -23.67471 -12.05197 -0.21
C -15.19598 -22.97586 -10.94129 -0.70
C -14.94803 -21.58506 -10.96859 0.46
S -14.61411 -20.78468 -9.47269 -0.46
H -14.93107 -21.16314 -14.34177 0.40
H -15.94028 -23.48017 -14.12065 0.32
H -15.81909 -24.76777 -11.99806 0.33
H -14.98167 -23.49598 -10.01530 0.35
C -11.53861 -17.87004 -2.67785 -1.22
C -11.63866 -17.74905 -4.15469 0.80
C -12.79514 -18.09392 -4.88178 -0.72
C -12.98790 -17.63075 -6.20015 -0.34
C -11.92553 -17.08750 -6.91726 0.04
C -10.68209 -16.91791 -6.26086 -0.29
C -10.55726 -17.23979 -4.86956 -0.65
S -12.17359 -16.75901 -8.66866 0.39
O -13.67692 -16.89583 -9.02109 -0.67
C -12.00838 -14.88035 -8.57524 0.16
C -12.53976 -14.19762 -7.47532 -0.79
C -12.64508 -12.85595 -7.40828 -1.42
C -12.19218 -12.11653 -8.45702 0.75
C -12.01488 -10.75437 -8.35180 -0.78
C -11.59156 -9.90102 -9.37215 -0.84
C -11.31380 -10.48497 -10.55738 -0.79
C -11.29795 -11.91377 -10.68450 -0.65
C -11.71684 -12.74349 -9.65463 0.91
C -11.64212 -14.18181 -9.67487 -0.20
C -11.38972 -14.89793 -11.01200 0.44
C -10.04403 -15.19810 -11.47926 1.33
C -8.93758 -14.74306 -10.64044 -0.73
C -7.68447 -15.06347 -11.04600 -0.79
C -7.46312 -15.93416 -12.09837 -0.70
C -8.52421 -16.42933 -12.84021 -1.03
C -9.85736 -16.05187 -12.60759 1.16
C -11.01965 -16.54532 -13.31576 -1.22
C -12.24476 -16.15516 -12.92364 -0.23
C -12.49053 -15.26516 -11.80768 0.00
S -14.15299 -14.88726 -11.31856 0.86
O -14.83235 -16.29490 -11.67508 -0.69
C -14.75341 -13.94037 -12.72665 0.46
C -13.94942 -13.45945 -13.75690 -0.01
C -14.40316 -12.91967 -14.91053 -1.02
C -15.80380 -12.83281 -15.06559 0.95
C -16.52940 -12.39458 -16.35071 -1.36
C -16.60028 -13.11890 -13.96431 -0.66
C -16.13796 -13.77306 -12.84179 -0.85
H -11.97231 -18.82984 -2.30480 0.20
H -11.97344 -17.02327 -2.13092 0.33
H -10.46809 -17.85920 -2.34384 0.31
H -13.46846 -18.84504 -4.52870 0.46
H -13.97793 -17.76331 -6.62211 0.50
H -9.81626 -16.54834 -6.78137 0.50
H -9.55063 -17.07449 -4.41913 0.23
H -12.86854 -14.72379 -6.64187 0.66
H -13.13077 -12.34223 -6.60224 0.45
H -12.26106 -10.34891 -7.37075 0.39
H -11.42508 -8.83555 -9.30754 0.41
H -11.06333 -9.86911 -11.43361 0.38
H -11.01006 -12.38393 -11.60709 0.45
H -9.04134 -14.02092 -9.80185 0.32
H -6.80615 -14.67885 -10.48543 0.35
H -6.42503 -16.18076 -12.37822 0.36
H -8.42357 -17.01805 -13.69783 0.49
H -10.89846 -17.26601 -14.16481 0.31
H -13.18944 -16.42714 -13.46042 0.48
H -12.83868 -13.54735 -13.69881 0.15
H -13.76867 -12.56047 -15.75414 0.34
H -17.42761 -13.06637 -16.40860 0.35
H -15.86100 -12.48773 -17.19869 0.37
H -16.89116 -11.35779 -16.13461 0.31
H -17.64649 -12.86037 -14.03161 0.38
H -16.79842 -14.30337 -12.17788 0.50
F -16.71559 -16.27642 -9.35683 -0.20
C -16.65229 -17.67115 -9.18680 0.01
F -17.78532 -18.24522 -9.62253 -0.28
F -16.56786 -17.89996 -7.82821 -0.22
N -10.54823 -21.49057 -1.22178 -0.42
C -11.25563 -21.52685 -2.38340 0.40
O -12.40553 -21.11326 -2.45390 -0.66
C -10.56063 -22.20178 -3.48984 0.80
C -9.15025 -22.14518 -3.57395 -0.70
C -8.66390 -22.93043 -4.55914 -0.36
C -9.51628 -23.77994 -5.34745 -0.29
N -10.83653 -23.75071 -5.20018 -0.56
C -11.35877 -22.96372 -4.24490 -0.23
H -11.06993 -21.12840 -0.37527 0.27
H -9.68809 -21.98270 -1.15688 0.19
H -8.49836 -21.42852 -3.06215 0.43
H -7.59836 -22.97004 -4.72454 0.38
H -9.10154 -24.48131 -6.09865 0.35
H -12.44939 -22.90659 -4.17245 0.42

---

No. 2
59
Properties=species:S:1:pos:R:3:mulliken_charge:R:1 method="wB97M-V/def2-TZVPD" charge=-1
C -2.60150 -0.18482 -0.14339 -0.64
C -2.01011 -1.56720 0.31640 -0.25
N -1.37957 -1.45805 1.63018 -0.26
Ga 0.53187 -1.15008 1.57797 -0.72
C 1.23545 -0.27105 -0.14011 -0.09
C 1.15231 -1.13276 -1.45405 -0.19
C 0.14278 -0.62680 -2.52388 -0.60
C 0.20888 0.89524 -2.79954 -0.28
N -0.69540 1.27697 -3.93344 -0.81
C 0.96748 0.08628 3.18582 -0.96
C 1.09754 1.59824 2.85244 -0.06
C 2.41024 1.97904 2.10249 -1.00
Br -0.51871 2.35468 1.96380 -0.20
P 1.61118 -3.20759 2.08668 0.12
O 0.78634 -3.70080 3.51566 -0.52
I 1.10792 -4.91216 0.38381 -0.30
H -3.54116 -0.39123 -0.70426 0.22
H -2.87338 0.40678 0.74645 0.35
H -1.91246 0.42022 -0.75362 -0.10
H -1.37206 -2.04976 -0.43803 0.17
H -2.89936 -2.23777 0.44542 0.29
H -1.86955 -0.80752 2.22807 0.27
H 0.75969 0.72043 -0.21980 -0.09
H 2.31729 -0.07606 0.03229 0.43
H 0.95903 -2.19505 -1.21551 -0.08
H 2.15042 -1.12724 -1.94283 0.36
H -0.91015 -0.88322 -2.32081 0.00
H 0.39664 -1.12487 -3.48417 0.41
H -0.16709 1.44141 -1.90894 0.13
H 1.24745 1.22285 -2.97453 0.46
H -0.38564 2.20565 -4.21242 0.24
H -1.59187 1.46189 -3.49011 0.29
H 0.10789 -0.00632 3.88476 0.39
H 1.88261 -0.22660 3.72825 0.47
H 1.14937 2.13346 3.82003 0.43
H 2.25172 2.08551 1.01707 0.12
H 3.22016 1.26683 2.32930 0.30
H 2.72909 2.97595 2.46209 0.42
H 1.43803 -3.85966 4.19096 0.30
N -6.08674 -2.21153 -2.06180 0.02
C -6.80877 -1.64688 -3.07710 -0.52
C -8.01931 -1.25283 -2.56636 -0.37
C -8.02506 -1.58830 -1.18843 -0.40
C -6.81823 -2.17552 -0.90629 -0.45
H -5.16204 -2.59189 -2.14984 0.21
H -6.40114 -1.57528 -4.07154 0.37
H -8.81124 -0.77566 -3.12066 0.38
H -8.82220 -1.41790 -0.48322 0.39
H -6.41817 -2.57013 0.01265 0.37
N 5.91053 3.64628 1.16706 0.02
C 5.44233 2.66384 0.33853 -0.63
C 6.33478 1.62385 0.37175 -0.33
C 7.37939 1.99184 1.25856 -0.45
C 7.08868 3.24424 1.73602 -0.53
H 5.45874 4.52525 1.33271 0.22
H 4.51843 2.78939 -0.20050 0.50
H 6.24600 0.70111 -0.17780 0.42
H 8.24512 1.40463 1.51845 0.39
H 7.61554 3.88067 2.42735 0.39

---

Summary of gap between HOMO and LUMO in Eh
0.2328; 0.2375
(order as listed above)
Summary of highest occupied orbital energy in Eh
-0.243; -0.147
(order as listed above)
Summary of energy in Ha
-3901.4785; -6099.7200
(order as listed above)